# 1
The following is a quantum chemistry calculation of a cluster of 2 separate species, C4H10NOP in total, from the Open Molecules 2025 dataset.

The value obtained for the frontier orbital gap is 8.85 eV. Its relative energy (zero: lowest compared OMol25 entry of this formula, charge and spin) is 1.2923 eV. The structure (SMILES) is [H]/N=C/CC.CP=O. Its charge is 0. For the HOMO energy, the calculation gives -9.5493 eV.

```
17
Properties=species:S:1:pos:R:3:forces:R:3:mulliken_charge:R:1
H 2.04177 -1.51664 2.36791 -0.328 0.139 -0.089 0.26
N 2.31283 -1.00807 1.52836 0.757 -0.450 0.225 -0.66
C 1.39480 -0.36342 0.96756 -0.484 0.169 -0.165 0.00
C 1.68623 0.48495 -0.22782 0.025 0.161 0.027 -0.39
C 1.90662 1.92169 0.25308 -0.018 -0.079 -0.157 -1.11
H 0.35617 -0.31543 1.31784 0.057 -0.134 0.179 0.41
H 2.58023 0.11784 -0.72976 -0.017 -0.061 -0.021 0.28
H 0.84155 0.44583 -0.91926 0.011 0.004 -0.054 0.24
H 1.07548 2.24655 0.87724 -0.054 0.107 0.033 0.31
H 1.99801 2.60574 -0.58730 0.006 0.093 -0.032 0.32
H 2.81792 1.97024 0.84508 0.030 0.040 0.060 0.33
C -3.60793 -1.85612 -0.96745 0.609 -0.203 0.249 -0.88
P -1.99179 -2.41955 -0.19695 -0.831 -0.259 -1.328 0.40
O -1.89911 -1.72293 1.08264 0.231 0.567 1.141 -0.40
H -3.50584 -1.73968 -2.04369 0.039 -0.021 -0.162 0.32
H -4.34735 -2.63824 -0.78941 -0.077 -0.129 0.014 0.28
H -3.95570 -0.93209 -0.51257 0.044 0.055 0.079 0.28
```
Forces are in eV/Å.


# 2
The following is a quantum chemistry calculation of a structure of composition Br3HNP, from the Open Molecules 2025 dataset.

The value obtained for the frontier orbital gap (spin up / spin down) is 7.15 / 7.28 eV. Its relative energy (zero: lowest compared OMol25 entry of this formula, charge and spin) is 3.7725 eV. Its charge is 0. For the HOMO energy (spin up / spin down), the calculation gives -8.3131 / -8.4618 eV.

```
6
Properties=species:S:1:pos:R:3:forces:R:3:mulliken_charge:R:1
N 1.92287 -1.15554 0.49091 3.587 -0.911 2.284 -0.53
P -1.38126 0.65002 0.62186 0.203 -0.999 0.451 0.17
Br -2.69409 -0.52811 -0.73910 0.082 0.178 0.052 -0.13
Br 0.46024 -0.86227 -0.23223 -2.229 1.013 -1.776 0.34
Br -1.11141 2.51418 -0.43010 0.175 0.563 -0.451 -0.07
H 2.80365 -0.61827 0.28866 -1.818 0.156 -0.559 0.21
```
Forces are in eV/Å.


- Number 2 is which compound?
  Br3HNP


- Look up the relative energy (zero: lowest compared OMol25 entry of this formula, charge and spin) of the first one.
  1.2923 eV